1.
24
Properties=species:S:1:pos:R:3:forces:R:3 method="wB97M-V/def2-TZVPD" lumo_energy_ev=-0.447 molar_mass_g_mol=144.12 orbital_gap_ha=0.32429 homo_ev=-9.272 relative_energy_kj_mol=1320.0
O -0.1423 0.2014 -0.2130 1.55 -7.95 0.50
H -0.5103 1.0475 0.0416 0.13 -2.19 1.54
H 0.4630 -0.0198 0.4948 -1.42 0.80 -4.84
O 2.8701 -0.4995 0.2986 2.84 0.05 -1.41
H 2.0219 -0.2428 0.6604 2.57 -0.88 -2.71
H 3.2692 -1.0384 0.9816 0.23 -0.42 -0.13
O 1.0705 -0.0771 1.3883 0.30 2.39 11.67
H 1.7333 0.0514 2.0668 0.61 0.10 0.79
H 0.2662 -0.2668 1.8713 -0.69 0.11 1.06
O 1.0702 -2.3749 1.4933 -0.46 -1.06 0.41
H 0.4436 -3.0969 1.4459 0.03 -0.49 -0.02
H 0.6229 -1.6409 1.0721 0.19 -1.38 -0.56
O -2.2448 0.9992 -0.7845 -4.78 0.79 1.17
H -2.5354 0.1296 -1.0597 -0.09 0.07 -0.55
H -1.3615 1.0819 -1.1438 -2.34 -0.72 -1.86
O -0.4643 0.7656 -2.2206 0.57 2.51 -6.25
H -0.2678 0.2516 -1.4374 1.81 -1.19 -0.37
H 0.0877 1.5436 -2.1417 0.79 -0.14 -0.67
O -1.5083 -1.3258 -1.3218 -1.57 -2.86 -1.18
H -2.0144 -1.9839 -0.8454 -0.22 -0.42 -0.15
H -1.0233 -0.8576 -0.6422 0.45 0.16 0.76
O -0.6519 2.0872 0.1361 -0.23 11.83 2.43
H -0.3988 2.8738 0.6192 0.19 0.16 0.53
H -0.7955 2.3917 -0.7600 -0.46 0.71 -0.17


2.
24
Properties=species:S:1:pos:R:3:forces:R:3 method="wB97M-V/def2-TZVPD" lumo_energy_ev=-0.062 molar_mass_g_mol=144.12 orbital_gap_ha=0.34228 homo_ev=-9.375 relative_energy_kj_mol=431.3
O 0.3365 0.6519 0.6840 0.34 0.38 0.68
H 0.7341 1.4353 1.0807 0.03 -0.27 0.19
H 1.0518 0.0060 0.6730 -0.37 0.08 -0.09
O -2.6060 0.4078 -1.5154 -1.92 1.07 -0.14
H -3.0320 -0.4567 -1.5264 0.01 0.54 -0.29
H -3.3250 1.0212 -1.3263 -0.18 0.10 -0.13
O -0.3243 0.0489 -1.8230 1.67 0.24 -0.74
H -0.6095 0.2074 -0.9160 -0.03 -0.22 -0.46
H 0.2826 0.7744 -2.0081 -0.08 -0.09 -0.10
O -1.6834 -1.4452 -0.2532 -0.21 -1.21 0.60
H -2.1562 -0.8697 0.3586 0.13 -0.21 0.20
H -2.3711 -1.7785 -0.8406 0.48 -0.37 0.21
O 3.8685 -0.2896 -0.3361 0.11 0.41 0.11
H 3.1415 0.2056 -0.7302 0.07 -0.11 -0.29
H 4.6524 0.2218 -0.5661 -0.01 -0.05 0.08
O -0.0060 4.0894 0.8298 0.25 -0.14 0.08
H 0.8612 4.4826 0.9796 -0.09 0.08 -0.02
H 0.1633 3.1406 0.8312 -0.28 0.26 -0.16
O 1.7518 -2.0516 -0.2943 -0.33 -0.07 0.27
H 2.0521 -2.7924 0.2443 0.05 0.06 -0.05
H 1.9806 -1.2743 0.2276 0.47 -0.60 -0.21
O -1.4990 -1.4854 2.4915 0.12 -0.03 0.55
H -0.5519 -1.3826 2.3452 -0.14 0.06 -0.19
H -1.5796 -2.3518 2.9060 -0.08 0.08 -0.10


3.
24
Properties=species:S:1:pos:R:3:forces:R:3 method="wB97M-V/def2-TZVPD" lumo_energy_ev=-0.236 molar_mass_g_mol=144.12 orbital_gap_ha=0.38365 homo_ev=-10.675 relative_energy_kj_mol=254.8
O -0.0200 -2.8571 -0.7071 0.02 -1.40 -1.31
H -0.3030 -3.3221 -1.5461 0.29 0.76 1.41
H 0.7860 -3.3341 -0.4331 -0.49 0.15 0.04
O -0.4740 3.5919 1.2999 -0.28 -0.50 0.01
H -0.5500 4.3209 0.6929 0.06 0.57 -0.22
H -0.6770 2.8119 0.7519 0.51 0.32 0.67
O 0.5690 0.7709 3.3599 -0.54 -0.60 -0.41
H 0.0810 0.0099 2.9909 0.00 0.52 -0.09
H 1.2470 0.3199 3.8529 0.58 0.03 0.47
O -2.4420 -0.4061 -2.0791 0.00 -0.96 0.41
H -1.8600 0.0989 -1.4801 -0.69 -0.65 -0.06
H -2.6320 -1.2851 -1.6641 0.39 1.41 -0.34
O -1.0380 1.5289 -0.4271 -2.02 0.64 1.38
H -1.5500 2.2709 -0.7761 -0.16 -0.26 -0.07
H -0.4530 1.2899 -1.0941 2.34 -0.44 -1.96
O -0.4050 -0.7561 1.1139 0.14 -0.70 0.64
H -0.6910 0.0359 0.6789 -0.48 0.76 -0.25
H -0.3590 -1.4271 0.4249 -0.02 -0.13 0.00
O 1.7880 -1.3541 -2.1831 -0.32 0.06 0.57
H 1.1310 -1.7791 -1.6041 0.18 0.69 0.00
H 1.9200 -2.0381 -2.8241 0.40 -0.41 -0.91
O 1.9400 0.7019 0.1809 -0.75 0.06 0.30
H 1.2960 0.5009 0.8779 -0.25 0.28 -0.16
H 2.6960 0.3069 0.5939 1.08 -0.20 -0.12


4.
24
Properties=species:S:1:pos:R:3:forces:R:3 method="wB97M-V/def2-TZVPD" lumo_energy_ev=-0.306 molar_mass_g_mol=144.12 orbital_gap_ha=0.33423 homo_ev=-9.401 relative_energy_kj_mol=463.2
O -0.5743 0.2926 -0.3817 0.18 0.28 -0.23
H -0.0924 1.1195 -0.2675 -0.05 -0.06 -0.07
H -1.3174 0.5304 -0.9476 -0.02 -0.06 0.13
O 4.1194 1.6950 1.2752 1.83 3.76 2.99
H 3.2295 1.6503 1.6428 0.44 0.01 -0.09
H 4.1081 2.4894 0.7296 0.12 -0.01 0.14
O -6.2546 -0.5808 -2.6888 0.13 0.19 -0.02
H -5.4256 -0.3622 -2.2483 -0.10 -0.09 0.01
H -6.5512 0.2577 -3.0600 -0.04 -0.10 0.02
O -1.1040 2.1716 3.2709 0.26 0.09 -0.05
H -0.7011 2.0115 2.4101 -0.17 -0.12 0.07
H -0.3645 2.1288 3.8875 -0.13 0.00 0.01
O 3.2961 0.2523 0.1786 -1.71 -2.60 -3.89
H 4.1348 -0.1801 -0.0176 -0.11 0.07 0.28
H 2.8427 0.2815 -0.6714 -0.08 -0.45 -0.25
O -1.2658 -1.7659 1.4769 -0.25 -0.34 0.06
H -0.6287 -2.1565 0.8682 0.15 0.24 0.07
H -1.7552 -2.5216 1.8209 0.03 0.08 0.03
O -0.1717 -1.1837 -4.7637 -0.14 0.10 0.15
H 0.0113 -0.8546 -3.8765 0.05 -0.07 -0.06
H -1.1314 -1.2689 -4.7889 0.09 -0.04 -0.06
O 1.9503 -1.1215 1.7055 -0.57 -0.15 0.88
H 1.7529 -0.9556 2.6342 -0.19 -0.28 -0.02
H 1.9252 -0.2471 1.3006 0.29 -0.46 -0.10


5.
24
Properties=species:S:1:pos:R:3:forces:R:3 method="wB97M-V/def2-TZVPD" lumo_energy_ev=0.129 molar_mass_g_mol=144.12 orbital_gap_ha=0.29107 homo_ev=-7.792 relative_energy_kj_mol=772.9
H -0.5982 1.1839 0.3290 0.77 0.01 0.11
H -0.1141 -0.2068 0.2365 -0.17 -1.31 -0.07
H -1.0535 4.4639 -0.6796 1.24 -1.98 0.80
H 0.0804 3.3976 -0.1092 0.78 0.65 -0.15
H -0.7827 -1.7852 -0.6639 4.77 0.76 -0.11
H -1.9832 -0.9382 -0.8575 0.29 0.85 -0.03
H -5.6889 0.9478 2.0214 -1.07 1.54 1.10
H -4.9335 0.9777 0.6314 -0.64 -0.38 1.40
H -3.7367 -2.2871 -0.2330 0.00 -1.00 0.06
H -3.0436 -2.3454 -1.5088 -0.37 0.40 -2.73
H 2.0434 2.4643 -2.1289 0.30 -0.64 -0.44
H 2.9965 2.2956 -0.7998 -2.15 0.93 -1.66
H 3.5713 -2.6038 0.3212 -0.03 0.17 0.71
H 4.5615 -2.1296 -0.8309 -2.04 -1.74 0.80
H 4.3982 -0.6543 1.0864 0.36 -0.71 -3.25
H 5.2214 0.2102 2.1299 -1.72 -1.40 -0.82
O 0.2206 0.6530 0.4199 -0.58 1.47 0.07
O -0.8092 3.5206 -0.4246 -1.92 1.19 -0.73
O -1.6881 -1.8276 -0.6736 7.00 6.15 0.68
O -5.2003 0.4448 1.4204 1.74 -1.15 -2.53
O -3.0636 -2.8029 -0.7210 -11.75 -7.30 2.04
O 2.2128 2.7743 -1.2488 1.76 -0.19 2.20
O 3.7977 -2.7702 -0.5861 2.07 1.52 -1.50
O 4.4129 -0.3658 1.9457 1.37 2.17 4.06


6.
24
Properties=species:S:1:pos:R:3:forces:R:3 method="wB97M-V/def2-TZVPD" lumo_energy_ev=0.030 molar_mass_g_mol=144.12 orbital_gap_ha=0.38678 homo_ev=-10.495 relative_energy_kj_mol=178.4
O 1.4676 -3.3542 0.7084 0.58 -1.60 1.49
H 1.8732 -3.4352 -0.1306 0.63 0.08 -1.28
H 0.8368 -2.6769 0.6382 -1.20 1.57 -0.24
O 1.8513 0.1375 1.1989 0.29 -0.17 0.32
H 0.9325 0.0125 0.9543 -0.31 -0.36 -0.03
H 1.9904 1.0784 1.1782 0.20 0.53 -0.10
O -1.2650 -2.6936 -1.0884 0.15 -0.09 0.17
H -1.1341 -3.6071 -1.3915 -0.34 0.56 0.03
H -2.0073 -2.2857 -1.5464 0.06 -0.51 -0.25
O -0.8496 -0.6197 0.7901 0.13 0.95 0.92
H -0.9442 0.0116 0.0695 0.10 0.25 -0.56
H -1.2791 -1.3936 0.4608 -0.28 -1.19 -0.27
O -0.6950 1.7890 2.5351 -0.89 0.35 -0.49
H -0.9015 0.8870 2.2765 -0.06 -0.53 -0.03
H 0.1710 1.7423 2.9107 0.89 -0.07 0.40
O -0.5074 1.0282 -1.4096 0.44 -2.04 -0.18
H -0.9267 0.8824 -2.2517 -0.11 -0.02 -0.46
H -0.6566 1.9134 -1.1506 -0.53 2.19 0.61
O -1.0470 3.2019 0.0805 -0.17 0.82 -1.34
H -1.9524 3.4935 0.1740 -0.33 0.35 -0.18
H -0.9565 2.6227 0.8154 0.56 -0.92 1.75
O 2.0692 0.0494 -1.9639 1.56 -0.37 -1.09
H 1.3397 0.4394 -1.5165 -1.00 0.62 0.53
H 2.5907 0.7767 -2.3415 -0.37 -0.38 0.30


7.
24
Properties=species:S:1:pos:R:3:forces:R:3 method="wB97M-V/def2-TZVPD" lumo_energy_ev=0.028 molar_mass_g_mol=144.12 orbital_gap_ha=0.33899 homo_ev=-9.196 relative_energy_kj_mol=502.5
O -0.5195 0.9585 1.5762 -0.20 1.01 0.16
H -0.2875 0.4228 0.8308 0.24 -0.37 -0.63
H -0.4486 1.8535 1.2154 -0.15 -0.02 0.26
O 0.8162 0.4343 -3.4040 -1.59 0.57 0.96
H 1.3676 0.3280 -4.1446 1.50 -0.48 -1.27
H 0.0429 0.8427 -3.8107 -0.18 0.12 0.34
O 0.4969 -1.4978 2.1246 1.98 0.77 3.08
H -0.3386 -1.2017 1.8565 -2.18 -0.14 -0.21
H 0.9311 -0.6138 2.0721 0.01 -1.17 0.72
O -4.8919 -0.1432 -0.3515 1.97 -0.52 -1.69
H -5.1871 -0.9867 -0.0220 -0.48 -0.44 0.46
H -4.1530 -0.4570 -0.9681 -1.51 0.90 1.22
O -2.1586 1.6814 -1.8184 -1.20 1.15 -1.30
H -1.9577 0.8590 -1.4177 0.19 -1.24 0.56
H -3.0095 1.5543 -2.3028 1.02 0.13 0.70
O 2.4343 -1.3900 -2.1082 1.56 -0.49 -2.11
H 3.3174 -1.6228 -2.4725 -0.88 0.16 -0.30
H 2.6939 -1.3319 -1.2173 0.07 0.00 1.86
O 2.5545 1.1470 4.6513 -3.09 1.43 1.21
H 3.4260 0.9208 4.6056 3.84 -1.39 -0.87
H 2.5911 1.6006 5.5116 -0.74 -0.04 -0.36
O 0.7804 -1.4774 -0.0586 -3.77 -2.07 -2.47
H 0.0047 -0.9490 -0.3220 0.90 -0.48 -0.43
H 1.4951 -0.9317 -0.0257 2.68 2.60 0.12


8.
24
Properties=species:S:1:pos:R:3:forces:R:3 method="wB97M-V/def2-TZVPD" lumo_energy_ev=-0.481 molar_mass_g_mol=144.12 orbital_gap_ha=0.34634 homo_ev=-9.905 relative_energy_kj_mol=231.8
O 0.1940 2.4120 1.8627 -0.24 0.67 0.41
H 0.7812 2.9499 1.3315 0.14 0.14 -0.03
H 0.0950 1.6008 1.3643 0.02 -0.29 -0.22
O 1.3611 -0.3377 -1.8585 -0.09 -0.30 -0.12
H 1.2285 -1.1745 -2.3039 0.07 -0.34 -0.22
H 1.0231 0.3161 -2.4705 -0.05 0.49 -0.06
O -2.0533 -2.3911 1.2670 0.24 -0.03 0.23
H -2.1834 -2.1429 0.3518 -0.19 0.19 -0.38
H -2.6679 -3.1109 1.4102 -0.10 -0.19 0.15
O -2.6300 -0.5796 -0.8536 0.13 -0.08 -0.06
H -2.5060 -0.4912 -1.7986 0.10 -0.03 -0.31
H -3.5021 -0.2200 -0.6913 -0.31 0.09 0.24
O -1.4895 2.6437 -1.7210 0.15 0.05 -0.28
H -2.3018 2.5714 -2.2222 -0.21 0.13 -0.14
H -1.4772 1.8613 -1.1697 0.16 -0.26 0.49
O 2.2519 0.4418 2.8352 0.27 0.06 0.16
H 1.6009 0.0988 2.2231 -0.31 0.05 -0.22
H 2.4747 -0.3045 3.3917 0.11 -0.17 0.13
O -0.0452 0.1772 0.3943 -0.19 -0.16 0.27
H 0.5078 -0.3302 -0.1999 0.36 0.11 -0.40
H -0.8282 -0.3608 0.5115 -0.39 -0.08 0.26
O 3.7133 -0.9967 -0.5083 0.38 -0.16 0.12
H 3.5700 -1.9054 -0.2438 0.10 -0.21 0.17
H 2.8832 -0.7276 -0.9018 -0.16 0.34 -0.18


9.
25
Properties=species:S:1:pos:R:3:forces:R:3 method="wB97M-V/def2-TZVPD" lumo_energy_ev=-3.047 molar_mass_g_mol=145.13 orbital_gap_ha=0.41087 homo_ev=-14.228 charge=+1 relative_energy_kj_mol=308.5
O -0.8915 -1.3974 -0.3191 -0.08 -2.75 1.34
H -0.0002 -1.7210 -0.4405 0.89 -0.06 -0.51
H -1.1015 -1.8155 0.5343 -0.40 0.42 -0.01
O 0.9170 -0.8777 -2.1873 1.43 -0.56 0.49
H 1.7010 -1.0511 -1.5857 -0.91 0.11 0.50
H 1.2706 -1.1585 -3.0257 -0.44 -0.15 -0.97
O 2.1916 -1.6773 -0.0408 0.20 0.05 0.80
H 1.7243 -1.2989 0.7499 0.07 0.13 -0.06
H 3.0249 -1.9897 0.3562 -0.35 0.04 -0.55
O -0.4243 1.5633 1.9172 -0.63 -0.93 -1.48
H -0.9358 1.9554 2.6170 -0.05 0.42 0.52
H -1.2284 1.0269 1.2607 0.78 0.61 0.75
O -2.0918 0.4294 0.4655 1.45 0.00 -1.12
H -2.9583 0.4340 0.8361 -1.01 -0.39 -0.01
H -1.5578 -0.3029 -0.4021 -1.45 1.24 2.89
O 0.4000 2.1944 -0.5605 -0.60 -0.77 0.69
H 0.9843 2.8880 -0.8414 0.31 0.48 -0.37
H 0.3898 2.1631 0.4367 -0.44 0.06 -0.43
O 0.7597 -0.7352 2.1382 -0.07 1.28 0.51
H 1.1105 -0.9064 3.0320 -0.20 0.00 -0.60
H 0.4186 0.2583 2.1745 0.30 -1.59 -0.04
O -0.9869 0.4066 -1.7395 -1.82 3.77 -1.41
H -0.5658 1.3348 -1.2704 0.79 -1.65 -0.33
H -1.7899 0.8136 -2.2383 1.87 -1.90 0.73
H -0.3601 -0.5363 -1.8670 0.37 2.14 -1.35


10.
26
Properties=species:S:1:pos:R:3:forces:R:3 method="wB97M-V/def2-TZVPD" lumo_energy_ev=2.879 molar_mass_g_mol=161.13 orbital_gap_ha=0.34343 homo_ev=-6.466 charge=-1 relative_energy_kj_mol=73.2
O -1.9419 2.7302 -2.2748 0.09 -0.11 0.23
H -1.3546 -2.6093 -0.1372 0.22 0.17 0.46
H 3.0189 1.8438 2.3847 0.04 -0.85 0.21
O -2.9312 -0.7580 1.9364 0.24 -0.38 -0.02
H -2.1378 -0.4707 2.4018 -0.20 0.27 0.06
O 0.2552 -0.1343 -0.7913 0.46 0.21 -0.82
H 1.1964 -0.0350 -0.5941 -0.17 -0.15 0.20
H -0.3477 -1.3659 -0.3217 -0.85 0.36 1.73
O 0.8761 1.4060 -2.8374 -0.66 -0.18 0.64
H -0.6150 1.1712 -0.3747 0.07 0.06 1.30
H 0.4785 0.8834 -2.0314 0.65 0.21 -1.43
O 2.1804 1.4355 2.6222 -0.78 1.00 0.10
H -1.0711 2.5422 -2.6530 0.00 0.01 0.03
H 0.5650 0.9746 -3.6450 0.04 -0.05 0.45
O -1.1008 1.8125 0.2355 -0.42 0.07 -0.52
H 0.8647 -2.8521 -1.2208 0.23 -0.12 -0.09
H -0.4536 2.2718 0.7737 0.24 -0.15 -0.14
O -0.8946 -1.9432 0.4029 0.18 -0.54 -1.48
H 2.2104 0.5193 2.9080 0.69 -0.14 -0.49
H -2.4944 -1.2318 1.2005 -0.10 0.25 0.09
O 1.5734 -1.5762 2.1770 0.28 0.31 0.29
H 1.5605 -1.8550 3.0969 -0.23 -0.12 -0.06
H 0.6618 -1.3516 1.9399 -0.05 -0.25 -0.22
O 1.0885 -2.3719 -2.0278 -0.63 0.35 0.12
H 0.6331 -1.4999 -1.8351 0.73 -0.49 -0.28
H -1.8205 2.4647 -1.3353 -0.09 0.28 -0.34


11.
26
Properties=species:S:1:pos:R:3:forces:R:3 method="wB97M-V/def2-TZVPD" spin_multiplicity=2 lumo_energy_ev="-0.838 / -6.316" molar_mass_g_mol=161.13 orbital_gap_ha="0.37514 / 0.17377" homo_ev="-11.046 / -11.044" relative_energy_kj_mol=329.1 s2=0.764
O 1.2018 -1.0685 -0.4507 2.49 0.96 1.44
H 0.9053 -0.9669 2.2591 -6.86 -2.40 3.11
H 0.1494 0.2143 -1.4845 -1.34 0.55 -2.43
O 0.1345 1.1143 0.7526 -0.78 1.03 0.98
H -0.5599 0.7434 1.3578 1.03 0.11 -1.17
O 1.2184 -0.7645 -3.8055 5.27 -2.15 2.69
H 1.6316 -0.9868 -2.8414 -0.87 0.48 -3.77
H 0.4129 -0.5316 -3.4798 -4.10 1.36 0.63
O 1.8557 1.8521 3.1420 0.95 -2.99 -1.71
H 2.1045 -0.6190 -0.4873 -0.80 -0.69 -1.41
H 1.1570 1.5083 2.5407 -0.12 1.17 0.41
O -0.4329 0.6279 -2.2213 2.21 -1.28 1.67
H -0.8510 1.2834 -1.6961 -1.03 1.41 0.39
H 2.4986 1.1242 2.8127 -0.68 2.00 1.27
O -2.3030 -1.2592 -1.8193 0.77 0.14 0.18
H -1.8683 -0.5103 -2.3045 -0.39 -1.18 0.86
H -1.6919 -1.5004 -1.0792 -0.90 0.62 -1.05
O 1.6584 -0.7037 1.9315 7.34 1.72 -4.43
H 1.6218 -0.8000 0.7562 -1.01 -0.39 1.68
H 0.3981 0.5004 0.0692 -0.30 -0.41 0.50
O -2.2311 2.2247 1.1917 2.73 1.98 -2.70
H -2.3813 1.3394 1.3847 -1.17 -2.60 0.74
H -1.4515 2.1036 0.5049 -2.29 0.93 2.07
O -1.3881 -1.2791 1.0758 4.31 -3.99 -0.90
H -1.4407 -2.3305 1.0923 -0.69 3.09 0.24
H -0.3481 -1.3154 0.7984 -3.77 0.51 0.68


12.
27
Properties=species:S:1:pos:R:3:forces:R:3 method="wB97M-V/def2-TZVPD" lumo_energy_ev=-0.460 molar_mass_g_mol=162.14 orbital_gap_ha=0.31957 homo_ev=-9.156 relative_energy_kj_mol=1025.2
O -2.2886 -1.1313 -0.8817 -0.25 0.16 0.04
H -1.8655 -0.7773 -1.6639 -0.30 -0.39 -0.62
H -3.0160 -1.6546 -1.2182 -0.18 -0.20 -0.10
O 1.1174 1.2313 0.5341 6.07 8.01 1.73
H 1.2623 2.0593 0.0762 -0.21 0.35 -0.32
H 1.9471 1.0537 0.9772 0.81 -0.30 -0.12
O 0.2026 -0.3282 -0.3351 -4.07 2.67 -6.27
H -0.6047 -0.0210 -0.7474 -0.86 -1.02 1.22
H 0.4806 0.4000 0.2204 -0.99 -1.17 -0.92
O 0.3591 -2.0804 0.7213 1.55 -5.94 3.03
H 1.2209 -2.0260 1.1343 0.28 -0.52 0.33
H 0.2484 -1.2357 0.2849 -0.88 -1.47 0.81
O -1.4603 -0.5007 1.7316 -1.78 -0.98 -0.52
H -2.0544 -0.0091 2.2988 -0.01 0.12 0.14
H -0.6283 -0.0313 1.7913 -1.18 -0.78 0.83
O -1.2333 1.7862 -0.4272 -0.15 0.62 -0.02
H -1.7133 2.4617 -0.9063 -0.34 0.24 -0.10
H -0.5837 1.4645 -1.0523 0.07 0.59 -0.44
O 0.2286 0.9472 2.5868 0.78 0.53 3.23
H -0.1901 1.8034 2.6756 -0.15 0.19 0.06
H 0.4777 0.8964 1.6640 -0.42 1.09 1.34
O 2.4976 0.0944 -1.1212 1.87 0.54 -0.21
H 2.9318 -0.6993 -0.8085 0.19 -0.28 -0.20
H 1.6631 -0.2124 -1.4759 0.12 -0.45 -0.21
O 0.4271 -1.3153 -2.3672 0.09 -0.59 -2.47
H 0.0943 -0.4373 -2.1815 0.17 -0.49 -0.55
H 0.4795 -1.7384 -1.5102 -0.23 -0.54 0.31